The following is a quantum chemistry calculation of a single C3H7NO molecule, from OMol25.

Summary:
electronic energy: -6762.6069 eV
maximum force: 0.36 eV Å⁻¹

Last column: Löwdin charge in e.
Atoms and positions in Å:
C (0.56757, 0.93163, 0.94927)  -0.0917
C (-0.08998, -0.43743, 0.67450)  -0.1704
C (0.04033, -0.73050, -0.80876)  -0.5721
O (0.95111, -1.37665, -1.29070)  0.0499
N (-0.92466, -0.13360, -1.57898)  0.1469
H (-0.00386, 1.51588, 1.67383)  0.0679
H (1.58558, 0.81705, 1.32905)  0.0750
H (0.62844, 1.52100, 0.02808)  0.0732
H (-1.14259, -0.43706, 0.98443)  0.1067
H (0.41379, -1.23800, 1.21863)  0.1114
H (-1.56576, 0.52771, -1.17278)  0.0973
H (-0.74514, -0.04284, -2.56646)  0.1060

Atoms 1-2, force components in eV/Å:
C 0.037 0.112 0.074
C 0.048 -0.099 0.007